# 1
97
Properties=species:S:1:pos:R:3 method="wB97M-V/def2-TZVPD" lumo_energy_ev="-8.4 / -8.4" total_energy_ev=-82855.7689 total_charge=+2
Pt 0.60538 1.97479 -0.65730
C 5.02519 0.93918 4.07452
C 4.96264 -0.37636 3.64668
C 4.09567 -0.76970 2.61949
C 3.31800 0.21321 2.05467
C 2.31356 0.17022 0.98874
N 1.82308 1.43748 0.80248
C 2.42120 2.28774 1.66799
N 2.22356 3.59217 1.79739
C 1.41766 4.28824 1.02641
C 1.18788 5.72815 1.18348
C 1.67373 6.63749 2.09172
C 1.24858 7.96488 1.94526
C 0.38476 8.33781 0.92799
C -0.09840 7.40353 0.00146
C 0.31864 6.10390 0.15813
C 0.03295 4.88779 -0.61049
N -0.72521 4.87377 -1.68961
C -0.99048 3.78654 -2.38737
N -0.60346 2.51084 -2.12133
C -1.07618 1.67492 -3.09219
N -0.93093 0.37091 -3.17217
C -0.22797 -0.34635 -2.31197
N 0.55346 0.10676 -1.30216
C 1.06719 -0.95398 -0.61354
N 1.95408 -0.92463 0.36927
C 0.61409 -2.19316 -1.25376
C 0.84375 -3.51318 -0.95046
C 0.21766 -4.46536 -1.76654
C -0.58335 -4.08582 -2.83242
C -0.80447 -2.73569 -3.13475
C -0.19151 -1.80917 -2.32430
C -1.82729 2.46879 -4.06855
C -2.48531 2.11570 -5.22309
C -3.11214 3.14740 -5.93251
C -3.07060 4.45737 -5.48851
C -2.39830 4.80862 -4.31109
C -1.78338 3.79080 -3.62176
N 0.68496 3.84465 -0.03500
C 3.37818 1.53771 2.48871
C 4.22262 1.93264 3.49892
H 5.70698 1.20504 4.87072
H 5.59600 -1.11568 4.11765
H 4.03970 -1.79730 2.28868
H 2.35302 6.34475 2.88004
H 1.60257 8.71483 2.63917
H 0.07892 9.37156 0.84576
H -0.76593 7.69369 -0.79775
H 1.46374 -3.80420 -0.11362
H 0.35522 -5.51736 -1.55539
H -1.04808 -4.84823 -3.44261
H -1.42801 -2.43826 -3.96658
H -2.51912 1.09186 -5.56815
H -3.64030 2.91650 -6.84750
H -3.56771 5.22664 -6.06326
H -2.36561 5.83179 -3.96426
H 4.26520 2.95918 3.83479
C 4.43595 -0.30345 -2.97155
C 3.41148 0.11515 -3.80662
C 2.78212 1.31908 -3.52746
N 3.10008 2.09846 -2.49523
C 4.09762 1.69066 -1.71139
C 4.79052 0.50474 -1.90167
H 4.95970 -1.23099 -3.16086
H 3.11442 -0.46895 -4.66698
H 1.97961 1.67554 -4.16737
H 4.35829 2.34732 -0.88570
H 5.59845 0.23314 -1.23602
C -3.76005 -3.46525 6.24801
C -2.78826 -2.67621 5.38184
C -3.42528 -2.31078 4.05100
N -2.50720 -1.54934 3.20080
C -2.15177 -1.75683 1.95356
S -1.33964 -0.59854 1.02859
N -2.47196 -2.96163 1.34164
C -2.09988 -4.22102 1.83894
O -1.62252 -4.35544 2.93866
C -2.30122 -5.34543 0.88258
C -1.54373 -6.49602 1.08569
C -1.67415 -7.57131 0.22246
C -2.57246 -7.50714 -0.83542
C -3.34548 -6.36922 -1.02744
C -3.20896 -5.28687 -0.17228
H -3.31463 -3.71327 7.20966
H -4.04070 -4.40149 5.76297
H -4.67341 -2.89989 6.44060
H -1.88564 -3.25563 5.18858
H -2.48656 -1.75841 5.89622
H -4.30834 -1.68600 4.21209
H -3.74677 -3.19797 3.51443
H -2.18095 -0.66651 3.57004
H -2.43850 -2.88161 0.33463
H -0.86093 -6.53068 1.92402
H -1.08600 -8.46513 0.38046
H -2.68602 -8.35422 -1.49900
H -4.06858 -6.33385 -1.83143
H -3.84475 -4.42050 -0.31113



# 2
92
Properties=species:S:1:pos:R:3 method="wB97M-V/def2-TZVPD" lumo_energy_ev="-0.5 / -0.4" total_energy_ev=-155563.0190
Ti 0.88022 0.74634 0.18665
C 2.34929 -1.11365 4.09226
C 3.42406 -0.27818 4.36117
C 3.70820 0.76495 3.49444
C 2.92246 0.96169 2.35635
C 1.83202 0.11999 2.04463
C 1.57505 -0.90546 2.95719
C 3.17316 2.12393 1.46820
C 4.34061 2.92019 1.58831
C 4.53460 3.97468 0.75688
C 3.54707 4.31327 -0.19019
C 3.67096 5.42237 -1.05698
C 2.66971 5.73043 -1.93144
C 1.49941 4.94455 -1.96116
C 1.35712 3.86177 -1.13998
C 2.38926 3.50809 -0.24269
N 2.24919 2.39854 0.55741
H 2.11096 -1.92668 4.76910
H 4.02984 -0.42852 5.24639
H 4.52905 1.42612 3.73985
H 0.74441 -1.57949 2.78547
H 5.09117 2.66112 2.31818
H 5.44041 4.56797 0.81545
H 4.57283 6.02197 -1.00538
H 2.76492 6.58054 -2.59455
H 0.69721 5.20742 -2.63886
H 0.45639 3.26383 -1.14580
Se -6.67578 2.47562 -0.26047
N -5.53338 2.36604 1.10992
C -4.34980 2.18378 0.60278
C -3.14253 2.03641 1.42125
C -3.10977 2.17821 2.78295
C -1.86233 2.01524 3.42003
C -0.75044 1.68673 2.69863
N -0.75358 1.49926 1.34133
C -1.95248 1.72634 0.72397
C -1.89520 1.61370 -0.68272
N -0.64702 1.26738 -1.14783
C -0.51506 1.25011 -2.51548
C -1.54068 1.53132 -3.37163
C -2.83180 1.83244 -2.88458
C -2.99899 1.86391 -1.52310
C -4.27539 2.11813 -0.85120
N -5.39869 2.25830 -1.49157
H -4.00890 2.41518 3.33475
H -1.77217 2.14052 4.49116
H 0.20378 1.53406 3.18001
H 0.46499 1.00224 -2.89035
H -1.34141 1.50622 -4.43545
H -3.66464 2.02888 -3.54507
C -1.70833 -4.64158 -0.16356
C -0.34043 -4.49379 0.45658
C 0.21590 -5.60942 1.08278
C 1.48385 -5.58467 1.64264
C 2.23560 -4.42268 1.58275
C 1.69208 -3.29789 0.98477
C 0.40953 -3.30679 0.43131
P -0.04729 -1.71216 -0.35311
C -1.86196 -1.62350 -0.52644
C -2.46387 -1.43009 -1.76951
C -3.82279 -1.17919 -1.87775
C -4.60431 -1.10965 -0.73530
C -4.01225 -1.28543 0.50603
C -2.64849 -1.53585 0.63554
C -2.05511 -1.68932 2.01070
C 0.67032 -1.89127 -2.01703
C 0.22597 -2.83170 -2.94743
C 0.75255 -2.87066 -4.22625
C 1.74944 -1.96226 -4.57097
C 2.23901 -1.06902 -3.63417
C 1.74077 -1.02594 -2.32383
C 2.29920 -0.09738 -1.30162
H -1.96029 -5.69771 -0.25334
H -1.76420 -4.19383 -1.15551
H -2.48599 -4.16394 0.43653
H -0.36233 -6.52653 1.11284
H 1.88355 -6.47397 2.11499
H 3.23249 -4.38227 2.00484
H 2.26824 -2.38321 0.95692
H -1.86255 -1.44586 -2.66823
H -4.26244 -1.01879 -2.85464
H -5.66517 -0.90121 -0.80604
H -4.61440 -1.20849 1.40553
H -2.82751 -1.60504 2.77440
H -1.30785 -0.91444 2.20236
H -1.55803 -2.65401 2.13660
H -0.55736 -3.52931 -2.67219
H 0.38823 -3.59090 -4.94769
H 2.16361 -1.96900 -5.57301
H 3.04706 -0.39759 -3.90261
H 3.01298 0.59096 -1.76423
H 2.87428 -0.68244 -0.57192



# 3
94
Properties=species:S:1:pos:R:3 method="wB97M-V/def2-TZVPD" s2=2.04 lumo_energy_ev="-2.5 / -3.1" spin_multiplicity=3 total_energy_ev=-143728.8387 total_charge=+1
Ni -1.76958 -1.09813 -1.26449
C -1.84248 -2.19883 6.92461
C -1.91048 -1.85593 5.47121
C -2.14588 -0.55663 5.03571
C -2.21158 -0.25993 3.68541
C -2.03338 -1.27573 2.76791
C -1.80948 -2.57973 3.17511
C -1.74438 -2.86413 4.52381
S -2.17538 -0.97773 0.99491
O -3.13388 0.11427 0.80041
C -0.48638 -0.28273 0.81991
C 0.53722 -1.23643 0.99871
C 1.83592 -0.84353 1.12621
C 2.19162 0.51517 0.97851
C 3.52402 0.95517 1.11831
C 3.85212 2.26737 0.91231
C 2.86712 3.18617 0.52171
C 1.55932 2.79787 0.41181
C 1.18062 1.46637 0.68761
C -0.18908 1.06057 0.69761
C -1.21608 2.11687 0.65141
C -1.30378 3.07457 1.70241
C -0.51158 2.99837 2.87041
C -0.63688 3.93497 3.86161
C -1.55328 4.98957 3.73671
C -2.34908 5.07867 2.62771
C -2.26008 4.12147 1.59681
C -3.12628 4.17267 0.48301
C -3.05708 3.22037 -0.49289
C -2.07468 2.23067 -0.41749
S -2.01228 0.99367 -1.70529
O -3.00808 1.34307 -2.69869
C -0.44408 1.42087 -2.51569
C -0.21468 2.73767 -2.87109
C 0.84862 3.06037 -3.69229
C 1.66182 2.06037 -4.22029
C 2.80472 2.37197 -5.13049
C 1.40472 0.73907 -3.87229
C 0.38602 0.40507 -2.98439
H -1.96978 -1.31973 7.54931
H -0.88298 -2.65793 7.15851
H -2.61888 -2.92063 7.17451
H -2.28648 0.23297 5.75781
H -2.41478 0.74197 3.33941
H -1.70088 -3.36403 2.43971
H -1.57438 -3.87813 4.85191
H 0.26172 -2.27543 1.10751
H 2.61052 -1.56433 1.33521
H 4.27792 0.23007 1.38371
H 4.87212 2.60017 1.03451
H 3.14562 4.20817 0.31321
H 0.80682 3.51297 0.11121
H 0.19132 2.18547 2.97971
H -0.02878 3.86297 4.75111
H -1.63508 5.72217 4.52541
H -3.07018 5.87607 2.52761
H -3.84878 4.97167 0.42371
H -3.72708 3.20587 -1.33729
H -0.89318 3.50057 -2.51719
H 1.01952 4.09667 -3.93849
H 2.68102 3.34267 -5.59889
H 2.88672 1.61177 -5.90229
H 3.74272 2.37987 -4.57359
H 2.01642 -0.04873 -4.29159
H -0.50808 -1.36923 -3.30449
N 0.11812 -0.95243 -2.60219
C 1.11342 -1.92603 -2.28099
C 2.43482 -1.71203 -1.82659
C 3.16772 -2.82053 -1.31359
C 4.49422 -2.71853 -0.97909
C 5.16812 -1.50973 -1.10819
C 4.45102 -0.38633 -1.49309
C 3.11452 -0.46943 -1.80709
C 0.59082 -3.29203 -2.35319
C 1.27602 -4.32473 -3.00599
C 0.77902 -5.61303 -3.00689
C -0.43468 -5.89953 -2.40049
C -1.14948 -4.88123 -1.79269
C -0.63718 -3.59993 -1.75999
H 2.66412 -3.75973 -1.15369
H 5.01422 -3.58063 -0.59039
H 6.22032 -1.43983 -0.88279
H 4.94402 0.57507 -1.53559
H 2.60282 0.44217 -2.04569
H 2.19412 -4.10073 -3.52769
H 1.33652 -6.39853 -3.49119
H -0.81888 -6.90733 -2.40219
H -2.10448 -5.08803 -1.33619
H -1.17688 -2.82113 -1.17419
Cl -3.69408 -1.97533 -2.14169
C -5.35138 -1.51793 -1.73279
Cl -5.49688 0.23187 -1.52429
H -5.61628 -2.00313 -0.79459
H -5.99118 -1.83913 -2.55349



# 4
107
Properties=species:S:1:pos:R:3 method="wB97M-V/def2-TZVPD" lumo_energy_ev=-7.0 total_energy_ev=-175591.4102 total_charge=+2
Tc -0.25469 0.41308 -0.60437
S 4.16368 -0.68011 -1.67327
C 3.30526 -0.47309 -3.14483
C 3.82008 -0.56619 -4.43540
C 2.94617 -0.42833 -5.48853
C 1.58412 -0.20847 -5.24757
C 1.09463 -0.09536 -3.96611
C 1.96017 -0.21498 -2.88190
N 1.65016 -0.15472 -1.50229
C 2.72888 -0.39001 -0.78304
C 2.79411 -0.48138 0.67975
C 4.01220 -0.40824 1.35363
C 4.06707 -0.52910 2.73179
C 2.90112 -0.73069 3.46315
C 1.68706 -0.82960 2.81087
C 1.62504 -0.70704 1.41992
H 4.87462 -0.74669 -4.60016
H 3.31195 -0.49841 -6.50590
H 0.89499 -0.12822 -6.07820
H 0.04557 0.07743 -3.82278
H 4.92660 -0.22567 0.80074
H 5.02194 -0.45797 3.23912
H 2.94035 -0.80893 4.54330
H 0.77659 -0.97990 3.37476
F 0.09424 4.53283 -3.18352
C -0.64357 3.70418 -3.92054
F 0.12091 3.06315 -4.78129
F -1.60256 4.35622 -4.52783
S -1.38419 2.51570 -2.73171
O -0.16825 1.92171 -2.08663
O -2.21587 3.27228 -1.85516
N -2.07825 1.48840 -3.67627
S -2.41989 0.01448 -3.24002
O -1.69608 -0.38681 -2.00408
O -2.35236 -0.90126 -4.32119
C -4.18560 0.10115 -2.72986
F -4.89999 0.42120 -3.78297
F -4.54139 -1.07859 -2.25681
F -4.31201 1.02496 -1.78128
C -3.56664 1.75253 2.01417
C -4.13620 0.44783 1.44835
C -2.92759 -0.15021 0.77319
O -2.18076 0.98573 0.25468
C -2.65869 2.22227 0.89527
H -3.00052 1.55978 2.92897
H -4.33379 2.49459 2.22962
H -4.92303 0.65400 0.72281
H -4.53643 -0.21967 2.21162
H -3.13929 -0.83879 -0.03954
H -2.28332 -0.64440 1.49368
H -3.19650 2.79265 0.14825
H -1.80278 2.79630 1.23523
N 1.81903 10.74406 0.59565
C 1.71133 9.60201 0.67764
C 1.56670 8.16824 0.77673
C 2.09900 7.48621 1.86745
C 1.94160 6.11539 1.97030
C 1.24664 5.43958 0.98475
C 0.72024 6.10293 -0.11151
C 0.88766 7.47146 -0.21944
N 1.02165 4.02550 1.12600
C 0.71037 3.36315 2.29946
C 0.44045 2.08354 1.95083
N 0.59500 1.94751 0.57814
C 0.93060 3.14642 0.12230
H 2.63900 8.03237 2.63017
H 2.38303 5.58158 2.80362
H 0.16257 5.56394 -0.86846
H 0.47631 8.00737 -1.06473
H 0.68950 3.85558 3.25751
H 0.14871 1.26499 2.58454
H 1.16551 3.38290 -0.90144
C 0.38870 -0.66761 0.68909
Ge -0.25232 -3.00463 0.93529
C -1.62859 -3.53650 -0.27884
C -1.44567 -3.44184 -1.65897
C -2.34407 -4.05144 -2.52234
C -3.41935 -4.76860 -2.01050
C -3.60048 -4.88042 -0.63926
C -2.70639 -4.26830 0.23042
C 1.42523 -3.79757 0.43845
C 1.36458 -4.72317 -0.60873
C 2.48485 -5.47741 -0.93836
C 3.66598 -5.31283 -0.23082
C 3.73448 -4.39032 0.80874
C 2.62297 -3.63295 1.14217
C -0.71142 -3.11033 2.79176
C -2.00209 -2.82271 3.24744
C -2.33100 -3.02196 4.58103
C -1.37656 -3.50968 5.46566
C -0.09729 -3.81390 5.01648
C 0.23655 -3.61868 3.68389
H -0.58622 -2.91932 -2.06263
H -2.20431 -3.96925 -3.59214
H -4.11085 -5.25730 -2.68629
H -4.42754 -5.45764 -0.24423
H -2.84368 -4.37645 1.29964
H 0.44570 -4.87104 -1.16150
H 2.42792 -6.19651 -1.74620
H 4.53644 -5.90684 -0.48434
H 4.65630 -4.26774 1.36551
H 2.70139 -2.91587 1.94862
H -2.76269 -2.47237 2.56496
H -3.33524 -2.80921 4.92777
H -1.63680 -3.66828 6.50525
H 0.63922 -4.21279 5.70378
H 1.23006 -3.88290 3.33989



# 5
96
Properties=species:S:1:pos:R:3 method="wB97M-V/def2-TZVPD" lumo_energy_ev=4.3 total_energy_ev=-85211.9900 total_charge=-2
Tl 0.22626 0.62427 -0.15137
O 3.62699 3.21640 -1.88336
C 2.80882 2.29827 -1.68290
N 2.69798 1.46501 -0.66343
C 3.60395 1.44885 0.37692
C 4.95815 1.74935 0.21045
C 5.86481 1.63609 1.24890
C 5.42813 1.22329 2.49652
C 4.09111 0.93802 2.69326
C 3.15108 1.04238 1.66480
N 1.83530 0.67570 1.85651
C 1.25123 0.82464 3.04003
O 1.61008 1.50351 4.01777
C 0.01523 -0.02045 3.20119
C -0.41771 -0.29340 4.50061
C -1.46802 -1.16330 4.69487
C -2.07525 -1.72822 3.58275
C -1.58497 -1.39278 2.33074
N -0.56541 -0.57261 2.14274
C 1.70735 2.13768 -2.70548
C 1.31988 3.26679 -3.43355
C 0.29468 3.16518 -4.34973
C -0.28439 1.91970 -4.56258
C 0.17853 0.85187 -3.81209
N 1.12508 0.95165 -2.89389
H 5.29611 2.08207 -0.75981
H 6.91220 1.87644 1.08986
H 6.12718 1.12938 3.32339
H 3.75350 0.61106 3.66682
H 0.10016 0.19430 5.31321
H -1.81402 -1.39679 5.69483
H -2.90139 -2.41859 3.68624
H -2.02039 -1.80121 1.42942
H 1.82135 4.20122 -3.23050
H -0.05938 4.03513 -4.89326
H -1.07707 1.78490 -5.28486
H -0.23790 -0.13964 -3.94948
C -0.61787 -2.85944 -1.72618
P 0.51525 -2.25771 -0.38557
C 0.32259 -3.45943 0.97354
C 1.11204 -3.19775 2.09313
C 1.05238 -4.01030 3.20613
C 0.19712 -5.10313 3.21283
C -0.59338 -5.36631 2.10703
C -0.54017 -4.54521 0.99297
C 2.15613 -2.88201 -0.92796
C 2.43284 -4.23667 -1.08418
C 3.71279 -4.65330 -1.39679
C 4.72669 -3.72018 -1.55325
C 4.45485 -2.36867 -1.40505
C 3.17206 -1.94854 -1.09899
C -2.02100 -2.51572 -1.33306
C -3.14019 -3.33479 -1.32772
C -4.20120 -2.54455 -0.85294
C -3.65465 -1.29931 -0.59148
C -4.29887 -0.05986 -0.05013
P -2.88137 0.98700 0.55447
C -3.22531 2.59267 -0.30293
C -2.28051 3.10391 -1.18535
C -2.45177 4.34646 -1.77014
C -3.58743 5.08951 -1.50074
C -4.54676 4.58079 -0.63958
C -4.36826 3.34540 -0.04389
C -3.38704 1.53736 2.21767
C -4.07702 0.72870 3.11489
C -4.19120 1.08679 4.44409
C -3.59238 2.24469 4.90814
C -2.88727 3.05403 4.02970
C -2.78551 2.70163 2.70222
N -2.33036 -1.27762 -0.87197
H -0.30643 -2.31402 -2.62621
H -0.48876 -3.93091 -1.91394
H 1.75653 -2.32975 2.08097
H 1.65869 -3.78784 4.07613
H 0.14135 -5.73950 4.08751
H -1.26648 -6.21521 2.11592
H -1.18043 -4.74428 0.14765
H 1.64684 -4.96713 -0.94010
H 3.92623 -5.71084 -1.50625
H 5.73103 -4.05419 -1.78195
H 5.24714 -1.64026 -1.51213
H 2.94644 -0.89655 -0.96805
H -3.19126 -4.37091 -1.62935
H -5.22714 -2.85393 -0.71590
H -4.84927 0.49470 -0.82126
H -4.99979 -0.29040 0.75865
H -1.38522 2.53222 -1.39546
H -1.68228 4.73780 -2.42022
H -3.71919 6.06669 -1.94829
H -5.43109 5.16376 -0.41646
H -5.10890 2.96959 0.65111
H -4.51561 -0.19871 2.77448
H -4.73159 0.43903 5.12338
H -3.64904 2.50393 5.95542
H -2.40451 3.95280 4.39065
H -2.21007 3.31296 2.02080